No. 1
Density functional theory data (the ωB97M-V functional and the def2-TZVPD basis) for a cluster of 2 separate species, C3H6BrI in total at a distorted geometry.

Summary:
* spin multiplicity: 1
* total charge: 0
* E_LUMO: -2.729 eV
* highest occupied orbital energy: -8.90 eV
* energy relative to the best compared isomer or geometry (same formula, charge and spin): 2.246 eV

Element x y z (Å)
I  -3.97  0.44  0.02
Br  1.74  1.86  -0.05
C  -0.89  1.12  -0.11
C  0.37  0.40  -0.44
C  0.67  -0.81  0.41
H  -1.24  1.86  -0.80
H  -1.10  1.28  0.94
H  0.69  -0.55  1.47
H  1.62  -1.26  0.14
H  0.49  0.21  -1.50
H  -0.12  -1.55  0.25

Here are the natural (NBO) charges for atoms 1 to 2, given in e:
1. I -0.36
2. Br 0.03

---

No. 2
Density functional theory data (the ωB97M-V functional and the def2-TZVPD basis) for a cluster of 2 separate species, C3H6BrI in total at a distorted geometry.

Summary:
* spin multiplicity: 1
* total charge: 0
* E_LUMO (spin up / spin down): -0.376 / -0.572 eV
* highest occupied orbital energy (spin up / spin down): -8.16 / -8.80 eV
* energy relative to the best compared isomer or geometry (same formula, charge and spin): 5.017 eV

Element x y z (Å)
I  2.69  1.01  -0.52
Br  1.88  -2.78  -0.01
C  0.86  -1.25  0.79
C  -0.31  0.70  -0.11
C  0.94  -0.08  -0.10
H  -0.15  -1.67  0.88
H  -1.11  -0.01  0.00
H  -0.30  1.15  -1.02
H  1.19  -1.40  -1.96
H  1.39  -1.20  1.85
H  -0.36  1.16  0.86

Here are the natural (NBO) charges for atoms 1 to 2, given in e:
1. I 0.18
2. Br -0.01

---

No. 3
Density functional theory data (the ωB97M-V functional and the def2-TZVPD basis) for the ion C3H6BrN2O with charge +1 at a distorted geometry.

Summary:
* spin multiplicity: 1
* total charge: +1
* E_LUMO: -5.324 eV
* highest occupied orbital energy: -13.89 eV
* energy relative to the best compared isomer or geometry (same formula, charge and spin): 0.090 eV

Element x y z (Å)
Br  -3.68  0.54  0.03
O  -1.48  -1.44  0.61
N  1.12  -0.25  0.50
N  -1.79  0.51  -0.38
C  -1.09  -0.58  -0.13
C  1.81  0.71  0.85
C  0.38  -0.54  -0.72
H  0.68  -1.53  -1.11
H  0.51  0.29  -1.33
H  -1.78  0.90  -1.34
H  2.32  1.02  1.79
H  2.08  1.40  0.06
H  0.92  -1.04  1.17

Here are the natural (NBO) charges for atoms 1 to 2, given in e:
1. Br 0.29
2. O -0.54

---

No. 4
Density functional theory data (the ωB97M-V functional and the def2-TZVPD basis) for the ion C3H6BrN4 with charge +1 at a distorted geometry.

Summary:
* spin multiplicity: 1
* total charge: +1
* E_LUMO: -4.109 eV
* highest occupied orbital energy: -13.67 eV
* energy relative to the best compared isomer or geometry (same formula, charge and spin): 1.763 eV

Element x y z (Å)
Br  -2.21  0.27  2.17
N  2.18  0.03  0.47
N  0.53  -0.36  -1.09
N  -1.69  -0.74  -0.46
N  0.13  0.95  0.86
C  0.94  0.16  0.19
C  -0.96  1.38  1.30
C  -0.79  -0.78  -1.35
H  2.81  -0.74  0.05
H  1.35  -0.73  -1.51
H  2.52  0.55  1.34
H  -2.60  -1.21  -0.77
H  -1.07  -1.28  -2.38
H  -1.15  2.52  1.19

Here are the natural (NBO) charges for atoms 1 to 2, given in e:
1. Br 0.21
2. N -0.74

---

No. 5
Density functional theory data (the ωB97M-V functional and the def2-TZVPD basis) for a cluster of 2 separate species, C3H6BrN4O2 in total at a distorted geometry.

Summary:
* spin multiplicity: 1
* total charge: +1
* E_LUMO (spin up / spin down): -4.605 / -4.740 eV
* highest occupied orbital energy (spin up / spin down): -13.17 / -13.06 eV
* energy relative to the best compared isomer or geometry (same formula, charge and spin): 4.912 eV

Element x y z (Å)
Br  -0.52  -3.99  0.99
O  1.47  -2.40  -1.50
O  -0.27  -3.60  -1.18
N  0.55  -3.07  -1.79
N  -1.43  1.46  -0.93
N  -0.06  0.69  0.53
N  0.16  2.04  0.32
C  -0.69  2.46  -0.58
C  -1.03  0.23  -0.25
C  0.80  -0.08  1.34
H  1.94  -0.23  1.20
H  0.35  -1.13  1.49
H  -2.13  1.40  -1.75
H  1.03  2.50  0.69
H  0.64  0.29  2.37
H  -0.79  3.43  -0.96

Here are the natural (NBO) charges for atoms 1 to 2, given in e:
1. Br -0.08
2. O -0.28

---

No. 6
Density functional theory data (the ωB97M-V functional and the def2-TZVPD basis) for a cluster of 2 separate species, C3H6BrNO2 in total at a distorted geometry.

Summary:
* spin multiplicity: 1
* total charge: 0
* E_LUMO: -0.247 eV
* highest occupied orbital energy: -8.47 eV
* energy relative to the best compared isomer or geometry (same formula, charge and spin): 5.439 eV

Element x y z (Å)
Br  3.22  0.15  0.42
O  -3.27  0.97  0.91
O  -2.72  1.47  -0.42
N  -0.29  1.41  0.32
C  1.36  -0.55  0.64
C  1.18  -1.49  -0.52
C  0.53  0.60  0.53
H  0.27  -2.15  -0.45
H  -3.11  2.37  -0.53
H  1.06  -0.88  -1.41
H  2.09  -2.21  -0.60
H  -1.76  1.36  -0.43
H  1.43  -1.06  1.57

Here are the natural (NBO) charges for atoms 1 to 2, given in e:
1. Br 0.02
2. O -0.56

---

No. 7
Density functional theory data (the ωB97M-V functional and the def2-TZVPD basis) for a cluster of 2 separate species, C3H6Cl2S2 in total at a distorted geometry.

Summary:
* spin multiplicity: 1
* total charge: 0
* E_LUMO (spin up / spin down): -0.026 / -2.003 eV
* highest occupied orbital energy (spin up / spin down): -9.30 / -7.15 eV
* energy relative to the best compared isomer or geometry (same formula, charge and spin): 3.777 eV

Element x y z (Å)
Cl  -1.19  -1.22  -1.15
Cl  2.62  -0.23  -1.64
S  1.50  -1.57  0.80
S  0.22  1.93  0.77
C  2.49  -0.52  0.02
C  -1.08  0.66  0.78
C  -1.58  0.30  -0.63
H  -2.71  0.26  -0.63
H  -1.06  1.14  -1.26
H  3.02  0.22  0.56
H  -0.79  -0.31  1.36
H  -1.96  1.26  1.22
H  0.52  -1.91  -0.19

Here are the natural (NBO) charges for atoms 1 to 2, given in e:
1. Cl 0.03
2. Cl 0.05

---

No. 8
Density functional theory data (the ωB97M-V functional and the def2-TZVPD basis) for the molecule C3H6Cl2Si at a distorted geometry.

Summary:
* spin multiplicity: 1
* total charge: 0
* E_LUMO: 0.741 eV
* highest occupied orbital energy: -9.76 eV
* energy relative to the best compared isomer or geometry (same formula, charge and spin): 0.921 eV

Element x y z (Å)
Cl  -1.25  1.72  2.39
Cl  -1.62  -1.48  1.83
Si  -0.38  0.08  1.60
C  -0.60  1.08  -1.13
C  0.97  -0.93  -0.80
C  -0.04  0.14  -0.30
H  -0.58  1.11  -2.20
H  1.30  -0.81  -1.87
H  0.90  -0.03  2.11
H  -1.11  1.85  -0.69
H  0.58  -1.94  -0.66
H  1.84  -0.80  -0.28

Here are the natural (NBO) charges for atoms 1 to 2, given in e:
1. Cl -0.35
2. Cl -0.35

---

What did we get for E? Answer: -81349.3289; -81346.5578; -78269.3901; -79202.8296; -83292.0938; -78830.2603; -49919.6967; -36132.5639 eV, in the order shown.